{"formula": "C48H115Br9NO29P7", "method": "ωB97M-V/def2-TZVPD", "symbols": ["C", "O", "N", "C", "C", "H", "H", "H", "H", "H", "H", "H", "C", "Br", "Br", "Br", "H", "C", "Br", "Br", "Br", "H", "C", "Br", "Br", "Br", "H", "C", "C", "O", "P", "O", "O", "C", "C", "O", "C", "C", "H", "H", "H", "H", "H", "H", "H", "H", "H", "H", "H", "H", "H", "H", "H", "C", "C", "O", "P", "O", "O", "C", "C", "O", "C", "C", "H", "H", "H", "H", "H", "H", "H", "H", "H", "H", "H", "H", "H", "H", "H", "C", "C", "O", "P", "O", "O", "C", "C", "O", "C", "C", "H", "H", "H", "H", "H", "H", "H", "H", "H", "H", "H", "H", "H", "H", "H", "C", "C", "O", "P", "O", "O", "C", "C", "O", "C", "C", "H", "H", "H", "H", "H", "H", "H", "H", "H", "H", "H", "H", "H", "H", "H", "C", "C", "O", "P", "O", "O", "C", "C", "O", "C", "C", "H", "H", "H", "H", "H", "H", "H", "H", "H", "H", "H", "H", "H", "H", "H", "C", "C", "O", "P", "O", "O", "C", "C", "O", "C", "C", "H", "H", "H", "H", "H", "H", "H", "H", "H", "H", "H", "H", "H", "H", "H", "C", "C", "O", "P", "O", "O", "C", "C", "O", "C", "C", "H", "H", "H", "H", "H", "H", "H", "H", "H", "H", "H", "H", "H", "H", "H"], "positions_angstrom": [[-1.1864, -6.1028, -2.9828], [-1.9457, -7.0596, -2.9834], [-0.2256, -5.8751, -3.8889], [0.4963, -4.6294, -3.9056], [0.1094, -6.8868, -4.8698], [-1.3332, -5.2633, -2.2889], [1.5647, -4.8284, -3.7920], [0.1176, -3.9456, -3.1480], [0.3684, -4.0886, -4.8485], [-0.1664, -6.5356, -5.8650], [1.1574, -7.1946, -4.9043], [-0.4072, -7.8196, -4.6567], [-5.9292, 2.7373, 0.0835], [-7.1276, 1.3622, 0.7946], [-4.9243, 2.1069, -1.5073], [-4.7493, 3.2256, 1.5483], [-6.4505, 3.6202, -0.2589], [5.2572, 2.8896, -4.0564], [4.2624, 1.2244, -4.4353], [6.5155, 3.1883, -5.5514], [6.3485, 2.6751, -2.4219], [4.6833, 3.8044, -4.1113], [1.0374, 5.9018, 0.6295], [2.8125, 6.3399, -0.0529], [1.2893, 4.3881, 1.8679], [-0.2404, 5.4766, -0.7703], [0.7320, 6.7835, 1.1773], [1.4438, -8.1021, 1.8208], [0.5197, -6.9546, 2.1509], [-0.1781, -7.3153, 3.3576], [-1.0379, -6.2174, 4.1483], [-0.2350, -5.3010, 4.9510], [-1.8966, -5.5723, 2.9751], [-2.9818, -4.6785, 3.1803], [-3.6176, -4.4007, 1.8152], [-2.0955, -7.1018, 4.9222], [-1.6979, -7.9812, 5.9732], [-1.3751, -9.3791, 5.4549], [1.9720, -8.5245, 2.6759], [0.9574, -8.9424, 1.3226], [2.2291, -7.8095, 1.1179], [1.0388, -6.0067, 2.3031], [-0.1930, -6.8245, 1.3347], [-3.7494, -5.0926, 3.8412], [-2.6837, -3.7724, 3.7128], [-4.6700, -4.1236, 1.8539], [-3.1253, -3.5234, 1.3916], [-3.4795, -5.2724, 1.1792], [-0.8464, -7.5643, 6.5153], [-2.5274, -8.0499, 6.6750], [-2.2539, -9.8871, 5.0593], [-0.5660, -9.4481, 4.7276], [-0.9626, -10.0315, 6.2319], [-5.7751, 8.4020, 6.4082], [-4.4412, 7.9921, 5.7802], [-4.6182, 7.7822, 4.3913], [-3.3396, 7.3771, 3.5279], [-2.2175, 8.3391, 3.6361], [-3.0350, 5.8522, 3.9088], [-1.6850, 5.3623, 3.8125], [-1.2954, 4.8907, 5.2181], [-3.9797, 7.2206, 2.0791], [-3.3028, 6.7314, 0.9494], [-4.2067, 6.7873, -0.2738], [-6.1553, 9.3286, 5.9869], [-6.4598, 7.5555, 6.3360], [-5.6525, 8.5435, 7.4840], [-3.7507, 8.8114, 6.0004], [-4.0716, 7.0553, 6.2083], [-1.5709, 4.5140, 3.1367], [-1.0143, 6.1744, 3.5260], [-1.4012, 5.6611, 5.9805], [-1.8015, 3.9693, 5.4987], [-0.2245, 4.6533, 5.1787], [-2.3970, 7.3147, 0.7568], [-2.9679, 5.6980, 1.0877], [-4.5570, 7.8020, -0.4467], [-3.6556, 6.4216, -1.1439], [-5.0262, 6.0705, -0.2015], [2.8247, 2.3570, -1.1227], [1.7213, 1.6182, -1.8867], [1.3941, 0.4324, -1.1591], [0.0124, -0.3009, -1.4791], [-0.2633, -0.6005, -2.8979], [-1.0833, 0.5791, -0.7513], [-0.9653, 0.9239, 0.6601], [-1.5464, 2.2954, 0.8045], [0.2074, -1.5785, -0.5261], [-0.8145, -2.5894, -0.5639], [-0.3289, -3.7188, 0.3234], [3.7038, 1.7213, -1.0227], [3.0738, 3.2930, -1.6227], [2.4147, 2.5844, -0.1401], [0.8587, 2.2909, -1.8813], [2.0549, 1.3635, -2.8884], [-1.4018, 0.1580, 1.3038], [0.1056, 0.9254, 0.8789], [-1.5722, 2.6615, 1.8313], [-0.9393, 2.9627, 0.1899], [-2.5586, 2.3912, 0.4159], [-1.6878, -2.0920, -0.1251], [-1.1059, -2.8555, -1.5818], [-0.8979, -4.6329, 0.1311], [0.6779, -4.0414, 0.0482], [-0.3639, -3.4795, 1.3824], [0.5280, -2.0055, 3.0746], [-0.6167, -1.2492, 3.7580], [-0.1211, -0.2518, 4.6523], [-0.1490, 1.3139, 4.3311], [-1.4977, 1.7834, 3.9732], [1.0101, 1.4905, 3.2590], [2.3867, 1.4917, 3.6881], [3.2992, 0.7822, 2.6853], [0.4952, 1.9342, 5.6787], [-0.2819, 2.0911, 6.8871], [-1.1455, 0.9128, 7.2555], [1.4612, -1.9287, 3.6314], [0.3014, -3.0679, 2.9921], [0.7070, -1.5692, 2.0886], [-1.3669, -0.7944, 3.1081], [-1.1287, -1.9888, 4.3785], [2.7851, 2.4997, 3.8144], [2.5005, 1.0480, 4.6760], [3.1230, 1.2027, 1.6917], [4.3335, 0.8848, 2.9977], [3.0075, -0.2596, 2.5383], [0.3831, 2.5498, 7.6171], [-0.9456, 2.9398, 6.6727], [-1.4747, 0.9109, 8.2905], [-1.9322, 0.7809, 6.5116], [-0.5817, -0.0122, 7.0919], [-2.5620, -2.5471, -5.1610], [-3.7855, -3.4089, -5.2984], [-4.1593, -3.8288, -3.9720], [-5.5806, -3.2812, -3.4284], [-6.6914, -3.3553, -4.3944], [-5.8036, -4.1232, -2.0748], [-6.1108, -5.5347, -2.1520], [-4.9169, -6.4000, -2.6149], [-5.2550, -1.8311, -2.8568], [-4.2417, -1.6836, -1.8579], [-4.7658, -1.6747, -0.4468], [-1.7365, -3.1828, -4.8252], [-2.2101, -2.0567, -6.0696], [-2.6624, -1.7858, -4.3871], [-4.5807, -2.7949, -5.7301], [-3.6115, -4.2601, -5.9553], [-6.3032, -5.8492, -1.1311], [-6.8604, -5.6477, -2.9343], [-4.0660, -6.2883, -1.9491], [-5.2818, -7.4262, -2.6714], [-4.6068, -6.1315, -3.6215], [-3.4406, -2.4300, -1.9049], [-3.7837, -0.7322, -2.1344], [-5.3144, -2.5720, -0.1804], [-3.9809, -1.3478, 0.2360], [-5.4469, -0.8185, -0.4761], [7.0865, -0.2089, 4.4744], [8.3299, 0.6048, 4.1794], [8.0201, 1.8115, 3.4788], [7.1524, 3.0189, 4.1033], [5.8260, 2.6465, 4.6006], [8.1750, 3.7683, 5.0847], [8.3178, 3.3566, 6.4656], [7.2715, 4.0556, 7.3612], [7.0410, 4.0845, 2.9343], [6.2746, 3.7087, 1.7696], [4.9313, 4.4158, 1.8166], [6.4541, 0.2097, 5.2569], [6.4427, -0.2937, 3.5971], [7.3138, -1.2425, 4.7448], [8.9024, 0.6948, 5.1069], [8.9991, 0.0501, 3.5225], [8.1121, 2.2921, 6.5711], [9.3365, 3.6421, 6.7038], [7.0202, 3.3695, 8.1681], [7.6394, 5.0035, 7.7507], [6.3802, 4.2746, 6.7756], [6.8675, 3.9691, 0.8942], [6.0805, 2.6347, 1.7114], [5.0523, 5.4974, 1.8463], [4.4513, 4.1432, 0.8759], [4.3809, 4.0911, 2.6952], [1.1490, 0.0754, -6.4070], [0.3188, 0.4068, -7.6590], [1.2671, 0.1977, -8.7278], [0.6291, 0.3225, -10.2096], [-0.3670, -0.6828, -10.6207], [1.8853, 0.4465, -11.1463], [2.5041, -0.6764, -11.7677], [2.5409, -0.4920, -13.2806], [0.0429, 1.8192, -10.2613], [0.8021, 2.9221, -9.8194], [1.4213, 3.6965, -10.9807], [1.6311, -0.8944, -6.5231], [1.8925, 0.8400, -6.1879], [0.5185, -0.0454, -5.5200], [-0.4899, -0.3191, -7.7632], [-0.0720, 1.4228, -7.5987], [3.5637, -0.7523, -11.4932], [2.1700, -1.6197, -11.3330], [1.5880, -0.6663, -13.7773], [2.9698, 0.4787, -13.5265], [3.2460, -1.1903, -13.7395], [0.2179, 3.5884, -9.1811], [1.6412, 2.6387, -9.1736], [2.2543, 3.1567, -11.4268], [0.6862, 3.9911, -11.7298], [1.8365, 4.6448, -10.6270]], "forces_ev_per_a": [[-1.376, -0.274, -0.376], [0.658, 0.053, 0.310], [0.603, -0.269, 0.003], [0.321, 0.170, -0.381], [-0.131, -0.386, -0.391], [0.176, 0.088, 0.190], [0.007, 0.238, 0.221], [0.178, -0.171, 0.232], [-0.044, -0.220, -0.126], [-0.028, -0.088, -0.086], [0.229, 0.624, 0.303], [-0.434, 0.270, 0.075], [0.635, -0.774, 0.135], [0.160, 0.585, -0.630], [-0.458, 0.233, 0.807], [-0.391, 0.251, -0.325], [-0.276, -0.134, 0.202], [1.483, -1.052, -0.688], [0.395, 1.127, 0.281], [-0.323, -0.083, 0.325], [-0.854, 0.335, -0.656], [-0.480, -0.316, 0.681], [0.789, -0.659, 0.052], [-0.606, 0.185, -0.293], [-0.517, 0.612, -0.339], [0.475, 0.286, 0.396], [-0.326, -0.180, 0.052], [0.808, -0.445, -0.537], [0.108, -0.377, 0.039], [-0.671, 0.557, 0.035], [0.182, -0.704, -0.669], [-0.025, 0.345, 0.177], [0.315, -0.294, 0.318], [-1.427, 0.287, 0.199], [0.605, 0.698, 0.283], [-0.134, 0.285, -0.308], [0.546, -0.832, 0.357], [0.421, -0.614, 0.103], [-0.173, 0.306, 0.250], [-0.401, 0.135, 0.177], [-0.100, 0.301, 0.022], [0.175, -0.068, 0.056], [-0.143, 0.096, 0.128], [0.265, -0.584, -0.020], [0.440, 0.084, -0.322], [-0.053, -0.252, 0.303], [0.121, -0.236, -0.396], [-0.085, 0.057, -0.101], [0.001, 0.111, -0.094], [-0.091, 0.182, -0.104], [-0.033, 0.148, -0.107], [-0.254, 0.613, -0.341], [-0.415, 0.290, 0.462], [0.363, -0.950, 0.204], [-0.363, 0.520, 1.239], [0.358, -0.439, -1.273], [0.174, 0.475, -0.536], [-0.492, -1.037, -0.055], [-0.072, 0.428, -0.317], [0.504, -0.007, 1.773], [0.878, -0.080, -0.652], [-0.856, 0.671, 0.928], [0.652, -0.371, -0.933], [0.256, -0.462, 0.109], [-0.157, -0.157, -0.189], [-0.356, 0.332, -0.354], [0.266, 0.160, -0.034], [0.363, -0.260, -0.450], [0.011, 0.173, 0.197], [-0.540, 0.192, -0.240], [-0.109, -0.013, -0.191], [-0.273, 0.094, -0.107], [-0.333, 0.287, -0.179], [-0.047, -0.098, 0.079], [-0.070, 0.190, 0.127], [-0.130, -0.026, 0.290], [-0.153, -0.069, -0.076], [0.233, 0.320, -0.001], [-0.254, 0.311, 0.339], [-0.611, -0.659, -0.113], [0.441, 0.968, 0.457], [-0.273, -0.645, -0.006], [0.598, -0.425, 0.173], [-0.134, 0.343, 0.842], [-0.510, -0.364, -0.337], [0.753, -0.007, -0.185], [-0.080, 0.638, -0.318], [0.410, 0.544, -0.861], [-0.282, 0.539, 1.038], [-0.165, -0.909, -0.799], [0.085, 0.113, 0.012], [0.064, -0.019, -0.037], [0.238, 0.124, 0.138], [-0.157, -0.166, -0.424], [-0.352, -0.035, -0.056], [-0.380, -0.016, -0.376], [-0.057, 0.145, 0.235], [0.214, -0.258, -0.034], [0.019, 0.064, 0.189], [0.116, -0.461, -0.061], [-0.254, -0.393, 0.022], [0.442, -0.145, -0.068], [-0.419, 0.188, 0.221], [0.203, 0.460, 0.049], [-0.097, -0.064, -0.391], [-0.106, 0.755, -0.435], [0.096, -0.884, 0.508], [0.319, 0.597, 0.321], [0.106, -0.656, 1.378], [0.724, 0.158, -0.282], [-0.233, 0.663, 0.204], [1.526, -0.388, 0.152], [-1.396, -0.027, -0.440], [-0.225, -0.838, -1.093], [-1.096, 1.803, -0.507], [1.049, -1.233, -0.539], [-0.166, 0.103, 0.280], [-0.019, 0.155, 0.103], [0.140, -0.258, -0.059], [0.189, -0.164, -0.220], [-0.153, 0.293, 0.175], [-0.539, 0.306, -0.141], [-0.289, -0.235, -0.036], [0.365, 0.330, 0.025], [0.075, 0.015, -0.014], [0.213, -0.136, 0.417], [0.337, -0.894, 0.228], [0.025, -0.353, 0.176], [-0.277, 0.286, -0.101], [-0.447, 0.439, 0.401], [0.227, 0.070, 0.435], [1.201, -0.251, 0.421], [-0.176, 1.220, -0.308], [-0.828, -0.055, 0.067], [-0.300, -0.707, 0.339], [0.841, 0.298, 0.530], [0.643, 0.445, -0.610], [1.538, -0.454, -1.017], [-0.646, 0.668, -0.076], [-0.480, -0.903, -0.167], [1.305, 0.006, 0.113], [-0.841, 1.632, -0.703], [0.054, 0.075, 0.008], [-0.347, -0.116, -0.176], [-0.263, 0.061, -0.091], [-0.173, -0.330, -0.038], [-0.111, -0.205, 0.285], [-0.891, 0.181, -0.119], [-0.709, -0.150, 0.709], [0.025, -0.265, 0.005], [0.225, -0.115, 0.290], [0.081, 0.017, 0.051], [-0.280, -0.211, -0.675], [0.114, 0.042, 0.399], [0.284, -0.080, 0.162], [0.103, -0.490, 0.138], [-0.388, -0.232, 0.532], [-0.634, -0.470, -0.178], [-0.259, -1.082, 0.043], [-0.168, 0.814, 0.337], [0.686, 0.538, -0.299], [0.015, -0.459, 0.601], [-0.677, -0.369, -0.548], [-1.236, 0.583, 0.074], [0.583, 0.018, -0.430], [0.924, -0.751, 0.162], [-0.557, 0.235, 0.166], [0.835, -0.199, -0.491], [0.200, 0.154, 0.054], [0.125, 0.162, -0.160], [0.323, 0.116, 0.134], [-0.029, 0.852, -0.041], [-0.139, 0.079, -0.230], [0.519, -0.145, -0.203], [0.061, -0.341, 0.238], [-0.105, 0.235, 0.174], [0.035, -0.055, 0.121], [-0.068, -0.230, 0.033], [0.025, 0.190, 0.056], [0.282, -0.091, 0.282], [0.028, -0.002, 0.024], [-0.469, 0.052, 0.221], [-0.186, -0.078, -0.098], [-0.840, -0.110, 0.329], [1.078, -1.119, 1.430], [-0.765, 0.508, -1.458], [-0.870, 0.311, -0.101], [0.689, 0.567, 0.617], [0.466, 0.038, 0.212], [1.508, -0.538, -0.298], [-0.091, -0.685, -0.070], [-0.135, -0.957, 0.185], [1.417, 1.093, 0.109], [-0.107, 0.475, 0.110], [0.164, 0.069, -0.246], [0.037, -0.004, -0.188], [-0.103, 0.261, -0.059], [-0.112, 0.201, -0.080], [0.072, 0.017, -0.401], [-0.015, 0.806, 0.428], [-0.917, 0.022, -0.633], [-0.121, 0.345, 0.101], [-0.390, 0.215, 0.135], [-0.049, -0.247, 0.271], [-0.558, -0.211, -0.317], [-0.149, -0.470, -0.021], [-0.220, -0.183, -0.175], [-0.041, -0.340, -0.088], [0.003, -0.094, 0.265]], "multiplicity": 1, "relative_energy_kcal_mol": 0.0, "homo_energy_ev": -9.454, "lumo_energy_ev": -0.56, "e_tot_ha": -29690.91841}